# 1
A structure of composition C37H36N5O7SW in a non-equilibrium geometry, computed with the ωB97M-V functional and the def2-TZVPD basis.

The geometry in XYZ format:
```
87
Properties=species:S:1:pos:R:3:forces:R:3:mulliken_charge:R:1
W -0.701 0.184 1.272 0.23 -0.93 -0.01 2.24
C 5.352 -3.206 -1.204 0.04 -0.02 -0.01 -2.34
C 4.013 -2.482 -1.074 -0.01 0.01 0.06 2.55
C 4.082 -1.178 -1.883 -0.01 0.03 -0.01 -1.52
C 2.911 -3.379 -1.655 -0.01 -0.04 0.01 -1.79
C 3.677 -2.145 0.381 0.08 -0.02 -0.03 -0.61
C 4.516 -2.475 1.458 -0.03 -0.05 -0.02 -0.39
C 4.179 -2.184 2.768 -0.02 -0.02 0.00 -1.17
C 2.981 -1.522 3.005 0.08 -0.04 0.07 0.86
S 2.245 -1.066 4.514 0.21 0.02 0.20 -0.42
C 0.936 -0.368 3.663 -0.24 0.04 0.50 0.83
N 1.016 -0.457 2.362 0.24 -0.27 -0.51 0.18
C 2.157 -1.151 1.948 -0.10 0.18 -0.04 -1.32
C 2.491 -1.481 0.642 -0.04 0.01 0.04 0.59
C -0.279 0.195 4.233 0.30 -0.10 0.09 0.62
C -0.451 0.447 5.590 0.01 -0.06 0.13 -0.85
C -1.660 0.952 6.031 -0.02 0.01 -0.05 -0.79
C -2.680 1.200 5.114 -0.01 0.00 0.06 -0.75
C -2.490 0.961 3.762 -0.06 -0.06 0.02 -0.59
C -1.282 0.446 3.287 0.03 0.21 -0.18 0.24
H 5.542 -3.430 -2.255 0.00 0.00 0.02 0.42
H 5.353 -4.153 -0.659 -0.01 0.02 -0.02 0.48
H 6.182 -2.597 -0.840 -0.03 -0.01 -0.01 0.45
H 4.347 -1.391 -2.922 -0.02 0.00 0.03 0.51
H 4.834 -0.501 -1.470 -0.01 -0.01 -0.01 0.35
H 3.117 -0.662 -1.879 0.04 -0.01 0.00 0.10
H 3.141 -3.631 -2.693 0.00 0.01 0.02 0.51
H 1.933 -2.892 -1.636 0.03 -0.01 0.01 0.23
H 2.831 -4.310 -1.090 0.00 0.02 -0.02 0.38
H 5.446 -2.996 1.276 -0.02 0.03 0.00 0.58
H 4.829 -2.476 3.582 -0.01 0.01 -0.02 0.44
H 1.806 -1.235 -0.154 -0.02 0.00 -0.02 0.36
H 0.348 0.245 6.295 -0.03 0.02 -0.01 0.41
H -1.815 1.152 7.082 0.00 -0.01 -0.02 0.40
H -3.630 1.586 5.463 0.02 -0.01 -0.01 0.44
H -3.308 1.153 3.078 -0.01 0.04 -0.02 0.53
C 2.356 3.532 -1.706 -0.03 -0.10 0.05 -1.24
N 2.113 2.372 -0.849 0.13 0.01 -0.07 0.32
C 2.799 2.406 0.443 -0.09 0.03 -0.10 -0.94
C 1.155 1.465 -1.086 -0.05 0.34 0.19 0.03
O 0.643 0.830 -0.114 -0.04 -0.28 0.23 -0.59
N 0.707 1.199 -2.318 0.03 0.02 -0.34 0.34
C 1.537 1.325 -3.518 -0.06 -0.04 0.07 -1.30
C -0.571 0.491 -2.461 0.09 0.01 -0.07 -0.86
H 2.447 4.406 -1.062 -0.01 0.01 0.00 0.41
H 1.519 3.696 -2.378 -0.02 -0.04 -0.03 0.38
H 3.275 3.434 -2.283 0.02 -0.01 0.00 0.34
H 3.870 2.509 0.270 0.00 0.02 -0.01 0.44
H 2.619 1.489 0.991 -0.01 -0.07 0.01 0.18
H 2.449 3.257 1.029 -0.01 -0.02 0.03 0.37
H 2.572 1.508 -3.248 0.01 0.01 0.05 0.43
H 1.188 2.119 -4.179 -0.02 0.01 0.03 0.34
H 1.498 0.379 -4.056 0.00 -0.01 -0.03 0.47
H -1.413 1.136 -2.206 0.03 0.01 0.05 0.22
H -0.605 -0.405 -1.845 0.00 -0.05 0.02 0.24
H -0.674 0.197 -3.501 -0.02 0.02 -0.02 0.42
O -2.516 0.712 0.478 -0.81 0.26 -0.48 -0.83
C -2.327 1.977 0.589 -0.59 0.19 -0.24 0.84
O -1.245 2.342 1.088 0.48 0.47 0.27 -0.79
C -3.345 2.951 0.122 0.30 -0.40 0.19 0.44
C -3.072 4.301 0.245 0.08 0.29 0.01 -0.45
C -4.020 5.198 -0.197 0.23 0.24 -0.19 -0.40
C -5.219 4.804 -0.748 -0.14 0.13 -0.08 -0.35
C -5.444 3.448 -0.855 -0.10 -0.20 -0.30 -0.32
C -4.533 2.503 -0.432 -0.15 -0.07 -0.08 -0.53
N -6.723 2.987 -1.460 -0.15 0.14 0.89 1.07
O -7.521 3.841 -1.764 0.05 0.05 -0.32 -0.60
O -6.909 1.792 -1.498 0.11 -0.14 -0.30 -0.60
N -3.733 6.654 -0.082 -0.36 -0.30 0.91 1.04
O -4.648 7.411 -0.302 0.02 0.09 -0.37 -0.58
O -2.641 6.962 0.341 0.23 0.06 -0.28 -0.61
H -2.144 4.651 0.676 -0.03 -0.02 -0.01 0.81
H -5.950 5.525 -1.083 0.01 -0.02 -0.01 0.63
H -4.746 1.448 -0.530 0.00 0.02 0.00 0.77
C -1.096 -1.771 0.802 0.25 0.56 0.12 -1.00
C -1.364 -2.758 0.137 -0.13 -0.33 -0.13 0.30
C -1.678 -3.919 -0.645 0.08 0.10 0.11 0.18
C -2.880 -3.989 -1.353 -0.03 0.00 -0.02 -0.50
C -3.173 -5.109 -2.112 0.03 0.02 0.02 -0.54
C -2.269 -6.162 -2.176 -0.01 0.01 0.01 -0.43
C -1.072 -6.099 -1.474 0.01 0.04 0.03 -0.64
C -0.776 -4.984 -0.708 0.02 -0.05 0.00 -0.26
H -3.579 -3.165 -1.292 0.00 0.00 -0.01 0.49
H -4.108 -5.164 -2.653 0.01 0.00 0.00 0.41
H -2.500 -7.037 -2.770 0.00 0.01 0.00 0.40
H -0.372 -6.924 -1.518 -0.01 0.01 0.00 0.41
H 0.148 -4.928 -0.146 -0.01 0.00 -0.01 0.51
```
Positions in Å, forces in eV/Å.

Results
Multiplicity: 3
HOMO energy (alpha / beta) (eV): -10.2 / -11.1
Charge: +1
HOMO-LUMO gap (alpha / beta) (eV): 6.58 / 7.49
DFT total energy (Eh): -2696.92855

# 2
A cluster of 3 separate species, C37H37B2FN2O8 in total in a non-equilibrium geometry, computed with the ωB97M-V functional and the def2-TZVPD basis.

The geometry in XYZ format:
```
87
Properties=species:S:1:pos:R:3:forces:R:3:mulliken_charge:R:1
C 0.898 -0.002 3.202 -1.00 0.76 0.80 -0.66
C -0.221 -1.087 2.690 -0.07 -0.37 0.07 -0.51
C 0.178 -1.792 1.226 -0.58 0.06 2.19 0.22
N 1.542 -1.247 0.873 -0.12 -1.40 -1.15 0.37
C 1.856 -1.330 -0.602 -1.04 -0.63 -0.12 -0.74
O 3.339 -1.349 -0.717 0.76 3.84 -0.02 -0.28
C 3.912 -0.004 -0.569 -0.15 4.06 4.09 0.35
O 3.780 0.816 0.477 0.46 -5.85 -6.46 -0.45
C 4.879 0.514 -1.831 1.32 -1.46 1.05 0.46
C 6.231 -0.467 -1.742 -0.83 -0.43 0.70 -1.04
F 5.353 1.910 -1.655 -1.72 -3.30 -0.44 -0.31
B 1.355 -2.766 -1.310 0.00 -1.08 -0.66 0.58
N 2.321 -3.943 -1.312 -3.20 0.84 1.86 -0.68
O -0.016 -2.873 -1.924 3.29 0.45 -1.05 -0.20
B 1.145 -0.135 -1.517 -0.30 0.88 -0.74 0.30
O 1.214 -0.280 -2.997 2.04 1.06 2.12 -0.81
C 0.377 1.191 -0.922 -0.45 1.30 -0.79 0.30
C -1.260 0.964 -0.690 -0.12 -0.42 0.34 -0.64
H 0.912 0.961 2.510 0.16 -2.24 1.38 -0.05
H 1.974 -0.438 3.349 -2.15 0.79 -0.57 0.22
H 0.545 0.365 4.282 0.71 -0.76 -2.26 0.35
H -0.308 -1.930 3.510 0.12 1.67 -1.64 0.31
H -1.306 -0.613 2.568 2.45 -0.79 0.45 0.23
H -0.686 -1.494 0.496 2.06 -0.74 1.01 -0.30
H 0.185 -2.962 1.457 -0.15 2.30 -1.00 0.13
H 2.298 -1.816 1.346 -1.29 0.79 -0.58 0.31
H 4.299 0.324 -2.829 1.23 0.89 1.80 0.11
H 6.941 -0.343 -2.664 -1.48 -0.13 1.88 0.32
H 6.793 -0.276 -0.708 -1.22 -0.10 -2.44 0.30
H 5.832 -1.588 -1.662 0.86 2.43 -0.45 0.27
H 1.691 -4.798 -1.392 1.36 1.14 0.06 0.28
H 2.749 -3.945 -0.339 -0.24 -0.17 -1.81 0.27
H 0.099 -2.864 -2.937 -0.28 0.01 2.29 0.24
H 2.016 0.266 -3.297 -1.92 -1.05 0.40 0.30
H 0.442 2.030 -1.768 0.03 -1.75 1.73 0.20
H 0.869 1.663 0.033 -0.95 -1.17 -1.72 -0.27
H -1.922 1.721 -1.289 1.49 -1.34 1.15 0.30
H -1.472 1.120 0.465 0.24 -0.57 -2.48 0.22
H -1.602 -0.122 -1.051 0.70 2.34 0.99 0.05
C -0.094 10.203 -0.412 0.05 -0.32 0.17 -0.45
C 0.989 10.275 -1.287 0.17 -0.34 0.06 -0.46
C 1.900 9.219 -1.358 -0.21 0.28 0.00 -0.52
C 1.733 8.093 -0.542 -0.22 0.61 -0.16 0.20
C 0.664 8.033 0.350 -0.20 0.59 -0.23 0.15
C -0.259 9.085 0.408 0.06 0.26 -0.19 -0.54
C 0.506 6.872 1.250 -1.04 -0.17 0.94 0.60
O -0.435 6.817 2.032 0.49 0.07 -0.44 -0.69
C 1.503 5.785 1.201 0.18 -0.50 0.24 0.27
C 1.398 4.706 2.089 0.20 -0.28 -0.01 -0.76
C 2.329 3.666 2.040 -0.23 0.38 -0.09 -0.43
C 3.360 3.696 1.101 0.14 0.31 -0.13 -0.42
C 3.470 4.772 0.219 -0.08 -0.19 0.22 -0.88
C 2.545 5.823 0.276 0.22 -0.55 0.15 0.33
C 2.691 6.974 -0.638 1.14 -0.05 -0.95 0.60
O 3.599 7.003 -1.460 -0.56 0.03 0.47 -0.68
H -0.809 11.022 -0.362 0.12 -0.16 0.01 0.38
H 1.125 11.151 -1.916 -0.01 -0.17 0.10 0.39
H 2.740 9.279 -2.047 -0.16 -0.19 0.22 0.45
H -1.104 9.039 1.092 0.28 -0.15 -0.10 0.45
H 0.595 4.674 2.823 0.12 0.17 -0.26 0.45
H 2.249 2.832 2.734 0.03 0.16 -0.13 0.62
H 4.081 2.883 1.057 -0.23 0.29 -0.03 0.45
H 4.280 4.791 -0.509 -0.25 0.14 0.13 0.50
C -6.570 -6.380 3.089 0.14 -0.08 -0.33 -0.45
C -5.969 -5.163 3.408 0.21 0.07 -0.31 -0.51
C -5.090 -4.560 2.507 -0.21 -0.12 0.24 -0.51
C -4.802 -5.183 1.286 -0.30 -0.03 0.56 0.12
C -5.384 -6.412 0.978 -0.32 0.01 0.56 0.25
C -6.279 -7.006 1.876 -0.05 0.14 0.28 -0.56
C -5.048 -7.101 -0.285 -0.62 -1.29 -0.33 0.60
O -5.562 -8.179 -0.559 0.30 0.63 0.17 -0.68
C -4.079 -6.478 -1.208 0.37 -0.06 -0.55 0.37
C -3.708 -7.148 -2.381 0.21 0.12 -0.21 -0.66
C -2.803 -6.559 -3.267 -0.23 -0.05 0.30 -0.45
C -2.274 -5.300 -2.989 -0.19 0.05 0.37 -0.58
C -2.637 -4.632 -1.818 0.02 -0.05 -0.19 -0.33
C -3.534 -5.227 -0.921 0.33 -0.03 -0.60 0.11
C -3.885 -4.529 0.331 0.60 1.35 0.27 0.50
O -3.416 -3.424 0.579 -0.26 -0.65 -0.12 -0.71
H -7.262 -6.845 3.787 0.13 0.07 -0.15 0.39
H -6.186 -4.681 4.359 0.05 -0.07 -0.19 0.39
H -4.629 -3.607 2.761 -0.04 -0.23 -0.23 0.48
H -6.748 -7.959 1.636 0.22 0.23 -0.09 0.45
H -4.120 -8.131 -2.608 -0.01 0.27 0.21 0.45
H -2.512 -7.084 -4.174 -0.08 0.08 0.17 0.39
H -1.574 -4.838 -3.682 -0.13 -0.08 0.14 0.34
H -2.216 -3.651 -1.605 -0.16 -0.31 0.09 0.58
```
Positions in Å, forces in eV/Å.

Results
HOMO energy (eV): -8.7
HOMO-LUMO gap (eV): 7.64
DFT total energy (Eh): -2293.07796
SMILES: CCCN[C@@](OC(=O)[C@H](C)F)(B(N)O)B(O)CC.O=C1c2ccccc2C(=O)c2ccccc21.O=C1c2ccccc2C(=O)c2ccccc21

# 3
A structure of composition C37H37BrN3O2PPdSe2 in a non-equilibrium geometry, computed with the ωB97M-V functional and the def2-TZVPD basis.

The geometry in XYZ format:
```
84
Properties=species:S:1:pos:R:3:forces:R:3:mulliken_charge:R:1
Pd 0.412 -0.510 -0.604 -0.57 -0.61 0.02 -0.29
O 3.404 2.695 0.442 0.41 -0.15 -0.03 -0.75
C 2.893 3.579 1.330 -0.26 0.37 0.51 0.48
C 3.727 4.586 1.814 0.02 -0.27 -0.21 -0.55
C 3.261 5.486 2.751 -0.10 0.05 0.05 -0.53
C 1.954 5.405 3.217 -0.06 0.03 0.08 -0.78
C 1.117 4.417 2.729 0.06 0.14 -0.06 -0.53
C 1.568 3.505 1.780 -0.01 -0.28 -0.49 0.37
C 0.588 2.439 1.282 -0.36 0.43 0.88 -0.49
O 0.836 1.919 0.045 1.46 0.07 0.27 0.51
N 0.577 1.340 2.294 -0.08 -0.03 -0.25 -0.21
N 0.749 0.080 1.928 -0.03 -0.26 0.09 0.14
C 1.110 -0.779 2.816 -0.13 0.63 -0.01 -0.61
C 1.111 -2.200 2.605 0.07 -0.50 0.08 0.40
Br 0.867 -2.764 0.781 0.26 -0.14 0.27 -0.02
C 1.245 -3.123 3.563 -0.02 0.16 -0.28 -0.89
C 0.987 -4.561 3.422 -0.02 -0.20 -0.09 0.09
C -0.240 -4.992 2.907 0.11 -0.09 0.18 -0.16
C -0.522 -6.343 2.796 -0.05 0.02 -0.05 -0.67
C 0.429 -7.282 3.175 0.02 -0.04 -0.02 -0.58
C 1.645 -6.864 3.695 0.00 -0.03 0.01 -0.61
C 1.916 -5.512 3.842 -0.03 0.12 -0.13 -0.60
H 2.672 2.143 0.143 -0.23 -0.08 -0.11 -0.12
H 4.741 4.632 1.438 0.02 0.01 0.03 0.49
H 3.916 6.260 3.125 0.02 0.00 -0.02 0.43
H 1.582 6.118 3.940 0.04 -0.01 0.03 0.43
H 0.093 4.357 3.082 -0.03 0.02 -0.06 0.48
H -0.408 2.908 1.312 0.01 -0.13 -0.06 0.31
H 0.807 1.606 3.244 0.19 -0.02 -0.02 0.36
H 1.330 -0.458 3.835 -0.02 -0.04 0.02 0.39
H 1.538 -2.767 4.547 -0.11 0.11 0.02 0.48
H -0.995 -4.245 2.680 0.00 0.01 0.12 1.02
H -1.492 -6.675 2.444 0.01 0.00 0.02 0.42
H 0.214 -8.338 3.084 0.00 0.00 0.00 0.42
H 2.383 -7.595 3.994 -0.01 0.00 0.03 0.41
H 2.860 -5.186 4.258 0.00 -0.02 0.02 0.48
Se 2.573 -0.315 -1.799 -0.35 -0.07 0.21 -0.21
P 1.464 1.472 -2.528 -0.02 1.63 -1.24 0.36
Se -0.542 1.685 -1.611 -0.44 -0.07 -0.67 -0.17
C 1.239 1.284 -4.323 0.00 -0.44 0.30 0.72
C 2.049 0.434 -5.071 -0.06 -0.02 0.12 0.12
C 1.864 0.340 -6.441 0.05 -0.03 -0.01 -0.82
C 0.879 1.097 -7.060 0.01 0.00 -0.01 -0.55
C 0.087 1.961 -6.315 0.00 0.02 0.00 -0.82
C 0.263 2.059 -4.945 -0.05 0.03 0.08 -0.54
C 2.448 2.987 -2.445 -0.03 -0.41 0.35 0.96
C 1.954 4.157 -1.886 -0.13 -0.02 0.04 -0.25
C 2.735 5.301 -1.921 -0.04 0.05 -0.07 -0.66
C 3.989 5.268 -2.513 -0.04 0.01 0.04 -0.56
C 4.481 4.090 -3.061 0.04 -0.08 -0.05 -0.84
C 3.713 2.940 -3.026 0.05 -0.01 0.05 -0.41
H 2.816 -0.160 -4.587 0.02 -0.03 -0.07 0.47
H 2.488 -0.326 -7.021 0.00 0.02 -0.02 0.45
H 0.730 1.017 -8.128 0.01 0.01 -0.01 0.44
H -0.672 2.558 -6.802 0.00 0.01 0.00 0.46
H -0.351 2.736 -4.363 -0.03 -0.01 -0.06 0.42
H 0.973 4.174 -1.428 0.04 0.03 0.05 0.31
H 2.363 6.218 -1.485 -0.01 0.00 0.00 0.49
H 4.588 6.168 -2.552 0.02 0.00 0.03 0.45
H 5.462 4.069 -3.516 0.00 0.00 0.00 0.45
H 4.092 2.013 -3.440 0.06 0.05 -0.06 0.41
C -1.355 -4.871 -0.855 0.27 -0.24 -0.22 -0.93
N -2.236 -4.112 0.075 0.06 0.03 0.01 0.87
C -3.514 -4.841 0.272 -0.37 -0.24 0.11 -0.86
C -2.461 -2.643 -0.303 -0.05 0.46 -0.35 -0.57
C -2.117 -2.317 -1.733 0.11 -0.01 0.33 1.59
C -2.985 -2.722 -2.750 -0.02 0.03 0.05 -0.34
C -2.669 -2.513 -4.080 -0.06 -0.05 -0.06 -0.82
C -1.467 -1.902 -4.401 0.03 0.06 0.10 -0.72
C -0.622 -1.464 -3.389 -0.01 -0.10 -0.06 -0.12
C -0.937 -1.642 -2.047 0.42 0.08 0.08 -0.49
H -1.053 -5.799 -0.374 -0.09 0.03 0.10 0.33
H -0.470 -4.290 -1.095 -0.08 0.06 0.00 0.35
H -1.891 -5.091 -1.774 -0.08 0.07 0.02 0.46
H -1.747 -4.106 0.974 0.00 0.02 -0.09 -0.67
H -4.070 -4.861 -0.663 0.09 0.08 -0.04 0.33
H -4.114 -4.355 1.038 0.09 0.09 -0.01 0.44
H -3.309 -5.865 0.577 0.10 0.03 -0.01 0.35
H -1.837 -2.039 0.351 -0.06 -0.16 0.14 0.12
H -3.505 -2.410 -0.098 -0.01 -0.17 0.10 0.50
H -3.926 -3.195 -2.489 -0.01 0.00 -0.03 0.38
H -3.350 -2.828 -4.859 -0.01 -0.01 0.01 0.43
H -1.185 -1.745 -5.435 -0.02 -0.02 -0.01 0.50
H 0.302 -0.989 -3.680 0.01 0.03 -0.02 0.49
```
Positions in Å, forces in eV/Å.

Results
Multiplicity: 5
HOMO energy (alpha / beta) (eV): -12.4 / -12.4
Charge: +2
HOMO-LUMO gap (alpha / beta) (eV): 6.96 / 3.69
DFT total energy (Eh): -9592.29954